Entry 1:
Below is C39H44AsN5O4S2Ta as an isolated structure, with properties calculated with the ωB97M-V functional and the def2-TZVPD basis.

Positions of all 96 atoms, in Å:
Ta (-0.0972, -0.9377, -1.3050)
C (-1.1875, -1.6485, -4.3381)
C (-0.6518, -0.2347, -4.3765)
N (0.4653, -0.1353, -3.3961)
C (1.7282, -0.7330, -3.9017)
C (1.8492, -2.1598, -3.4604)
C (2.5970, -3.1058, -4.1392)
C (2.6997, -4.3839, -3.6132)
C (2.0417, -4.6902, -2.4292)
C (1.3042, -3.7043, -1.8034)
C (0.5739, -3.8955, -0.5094)
N (-0.6449, -3.0431, -0.5060)
C (-1.8132, -3.6650, -1.2024)
C (-1.7153, -3.4039, -2.6949)
N (-1.4907, -1.9478, -2.9162)
N (1.2071, -2.4578, -2.3111)
H (-2.0760, -1.7628, -4.9639)
H (-0.4496, -2.3717, -4.6926)
H (-0.3182, 0.0630, -5.3732)
H (-1.4195, 0.4829, -4.0639)
H (0.6604, 0.8707, -3.3263)
H (1.8044, -0.6276, -4.9866)
H (2.5553, -0.1699, -3.4583)
H (3.0929, -2.8406, -5.0606)
H (3.2806, -5.1384, -4.1248)
H (2.0962, -5.6794, -1.9999)
H (0.3274, -4.9435, -0.3230)
H (1.2121, -3.5509, 0.3129)
H (-0.8933, -2.9492, 0.4777)
H (-1.8716, -4.7332, -0.9776)
H (-2.7118, -3.1936, -0.8015)
H (-0.8797, -3.9372, -3.1519)
H (-2.6236, -3.7372, -3.2046)
H (-2.3658, -1.4739, -2.6858)
S (2.0689, -0.3676, -0.6231)
C (2.0119, 1.1102, 0.3750)
C (3.0804, 1.3291, 1.2351)
C (3.1815, 2.5444, 1.8969)
C (2.2373, 3.5372, 1.6922)
C (1.1664, 3.3173, 0.8359)
C (1.0410, 2.0951, 0.1853)
As (-0.3430, 1.7426, -1.0994)
C (0.1580, 2.8515, -2.6015)
C (1.5197, 2.9280, -2.9275)
C (1.9340, 3.7344, -3.9773)
C (0.9986, 4.4760, -4.6899)
C (-0.3436, 4.4196, -4.3513)
C (-0.7736, 3.6091, -3.3072)
C (-2.0417, 2.3646, -0.4666)
C (-2.1725, 2.9853, 0.7707)
C (-3.4073, 3.5046, 1.1470)
C (-4.4971, 3.4020, 0.2992)
C (-4.3713, 2.7632, -0.9317)
C (-3.1470, 2.2441, -1.3165)
H (3.8366, 0.5698, 1.3733)
H (4.0143, 2.7216, 2.5599)
H (2.3396, 4.4923, 2.1859)
H (0.4557, 4.1166, 0.6613)
H (2.2645, 2.4075, -2.3308)
H (2.9848, 3.8085, -4.2185)
H (1.3233, 5.1155, -5.4975)
H (-1.0615, 5.0199, -4.8908)
H (-1.8254, 3.5968, -3.0433)
H (-1.3494, 3.0518, 1.4658)
H (-3.5058, 3.9865, 2.1115)
H (-5.4497, 3.8177, 0.5922)
H (-5.2262, 2.6813, -1.5889)
H (-3.0617, 1.7535, -2.2836)
C (3.6486, -1.7783, 7.5057)
C (2.5192, -1.1967, 6.7190)
C (2.7368, -0.1782, 5.7942)
C (1.6830, 0.3998, 5.1034)
C (0.3954, -0.0501, 5.3391)
C (0.1465, -1.0543, 6.2689)
C (1.2072, -1.6297, 6.9384)
S (-0.9491, 0.7562, 4.5638)
O (-0.4711, 1.7707, 3.6594)
O (-1.9368, 1.0743, 5.5470)
N (-1.5607, -0.4484, 3.5491)
C (-2.7150, 0.0310, 2.8011)
C (-2.9456, -0.8021, 1.5377)
C (-1.8971, -0.6865, 0.4935)
O (-2.1741, -0.7278, -0.7502)
O (-0.6406, -0.6562, 0.7027)
H (4.6049, -1.5970, 7.0203)
H (3.5238, -2.8516, 7.6403)
H (3.6870, -1.3251, 8.4974)
H (3.7431, 0.1861, 5.6345)
H (1.8480, 1.2059, 4.4072)
H (-0.8634, -1.3573, 6.5048)
H (1.0173, -2.4055, 7.6674)
H (-1.8459, -1.2317, 4.1299)
H (-2.5494, 1.0639, 2.5171)
H (-3.6282, 0.0000, 3.4026)
H (-3.8929, -0.5380, 1.0635)
H (-3.0163, -1.8643, 1.8067)

Atomic forces in eV per Å
-0.41 -0.99 -0.97
0.00 0.09 0.02
-0.12 -0.07 0.03
0.10 0.32 -0.18
0.11 -0.03 0.05
0.01 -0.05 0.01
-0.09 0.15 0.13
-0.02 0.00 0.03
-0.07 0.15 0.09
0.06 -0.06 0.02
0.13 -0.04 0.06
0.13 -0.24 0.25
-0.02 0.11 -0.11
-0.02 0.00 0.05
-0.04 -0.20 -0.17
0.14 0.00 -0.24
0.04 0.03 0.05
0.00 0.07 0.02
-0.01 -0.07 0.04
0.03 -0.07 -0.02
0.00 -0.11 0.01
-0.05 -0.07 0.05
-0.04 -0.03 -0.06
0.04 0.02 -0.07
0.02 -0.04 -0.02
0.00 -0.06 0.03
0.01 0.06 -0.07
-0.03 -0.06 -0.07
-0.01 0.06 -0.07
0.06 0.07 -0.09
0.04 -0.05 -0.04
-0.04 0.00 0.08
0.04 0.04 0.07
0.00 -0.05 -0.02
-0.01 0.07 0.20
0.06 -0.08 0.00
-0.02 0.04 0.02
-0.05 -0.07 0.01
-0.08 -0.01 -0.03
0.00 -0.03 -0.02
-0.05 0.13 -0.02
0.03 0.55 0.45
0.09 0.11 0.01
-0.06 -0.03 0.04
-0.07 -0.01 0.02
0.08 -0.03 0.01
-0.05 -0.04 0.05
-0.07 -0.09 -0.05
-0.03 0.09 -0.07
-0.11 -0.04 0.05
0.04 -0.04 0.06
0.01 -0.04 -0.06
0.04 0.01 0.03
0.03 -0.04 0.01
0.04 -0.05 -0.01
0.08 0.01 0.05
-0.01 0.04 0.03
0.01 -0.06 -0.01
-0.03 -0.02 0.00
0.04 0.00 -0.01
0.02 0.04 -0.04
-0.04 0.03 -0.02
0.11 0.01 0.01
0.13 -0.02 0.05
-0.01 0.00 -0.02
-0.06 0.02 0.02
-0.01 -0.01 -0.02
0.02 0.01 0.08
0.11 -0.08 0.03
-0.20 0.07 -0.06
-0.06 0.00 0.02
0.09 -0.11 -0.02
-0.05 0.03 -0.01
0.00 0.02 0.05
0.11 0.04 -0.05
0.25 -0.05 -0.03
-0.04 0.05 -0.03
-0.12 0.07 -0.07
0.05 -0.18 0.07
-0.26 -0.06 -0.06
-0.12 0.19 0.01
-0.07 0.07 0.27
-0.28 0.01 -0.44
0.31 0.43 0.65
0.04 0.00 0.01
0.01 -0.01 0.02
0.00 0.00 0.02
0.04 0.00 -0.01
0.01 0.10 -0.10
-0.11 0.00 -0.01
0.00 -0.03 0.04
0.13 -0.06 0.15
0.05 0.16 -0.01
0.00 0.04 -0.11
0.00 0.01 0.03
0.05 -0.02 -0.04

Output
- Gap between HOMO and LUMO: 5.2 eV
- Net charge: +3
- Calculated total energy: -140838.98139 eV
- Energy above the lowest of the compared OMol25 structures with the same formula, charge and spin: 127.0 kJ/mol
- HOMO: -14.9 eV


Entry 2:
Below is C39H44AsNO3PRuS6Se as an isolated structure, with properties calculated with the ωB97M-V functional and the def2-TZVPD basis.

Positions of all 97 atoms, in Å:
Ru (0.0002, 0.6624, -0.1025)
O (-2.5888, 1.6390, -0.7368)
N (-1.3771, 1.6408, -1.3991)
C (-1.2895, 2.6189, -2.2180)
C (-0.2665, 2.7996, -3.1994)
C (-0.5147, 3.7689, -4.1944)
C (0.2769, 3.9046, -5.3055)
C (1.3879, 3.0779, -5.4659)
C (1.7007, 2.1839, -4.4626)
C (0.9140, 2.0273, -3.3207)
P (1.6145, 1.0257, -1.9576)
C (3.1431, 1.9779, -1.6275)
C (3.1169, 2.8526, -0.5461)
C (4.2273, 3.6112, -0.2094)
C (5.3793, 3.5188, -0.9734)
C (5.4039, 2.6836, -2.0838)
C (4.2978, 1.9230, -2.4148)
C (2.2365, -0.4206, -2.8773)
C (3.4598, -1.0119, -2.5680)
C (3.8888, -2.1347, -3.2541)
C (3.0879, -2.7043, -4.2345)
C (1.8439, -2.1548, -4.5053)
C (1.4152, -1.0261, -3.8247)
H (-2.6207, 0.7203, -0.3965)
H (-2.1383, 3.3001, -2.2375)
H (-1.3881, 4.4003, -4.0735)
H (0.0336, 4.6389, -6.0639)
H (1.9954, 3.1445, -6.3591)
H (2.5788, 1.5629, -4.5786)
H (2.2163, 2.9332, 0.0542)
H (4.1892, 4.2386, 0.6696)
H (6.2600, 4.0885, -0.7012)
H (6.2959, 2.6180, -2.6974)
H (4.3412, 1.2675, -3.2739)
H (4.0633, -0.5981, -1.7727)
H (4.8469, -2.5805, -3.0106)
H (3.4266, -3.5852, -4.7679)
H (1.1968, -2.6244, -5.2363)
H (0.4353, -0.6078, -4.0189)
S (0.4221, 1.6880, 4.6457)
As (1.1930, 1.8514, 2.6727)
S (1.3385, -0.1157, 1.6648)
S (-0.1932, 2.7374, 1.2041)
S (3.0322, 2.8781, 2.8571)
O (-2.0445, -0.0446, 1.7112)
S (-2.8575, 0.9210, 2.4819)
C (-2.7877, 0.4397, 4.2572)
C (-3.0910, -0.9784, 4.5728)
C (-2.3586, -2.0065, 3.9740)
C (-2.6376, -3.3297, 4.2734)
C (-3.6297, -3.6522, 5.1907)
C (-4.3470, -2.6369, 5.8059)
C (-4.0849, -1.3114, 5.4923)
C (-4.6748, 0.4475, 2.1995)
C (-4.8277, -0.7178, 1.2856)
C (-4.9209, -0.5307, -0.0910)
C (-5.0645, -1.6120, -0.9446)
C (-5.1127, -2.8992, -0.4345)
C (-5.0084, -3.0972, 0.9341)
C (-4.8721, -2.0156, 1.7881)
H (-3.4544, 1.1463, 4.7570)
H (-1.7501, 0.6905, 4.5316)
H (-1.5917, -1.7522, 3.2537)
H (-2.0787, -4.1185, 3.7861)
H (-3.8451, -4.6878, 5.4252)
H (-5.1152, -2.8750, 6.5322)
H (-4.6490, -0.5206, 5.9741)
H (-5.0939, 1.3546, 1.7645)
H (-5.1146, 0.2608, 3.1776)
H (-4.8748, 0.4733, -0.4964)
H (-5.1298, -1.4479, -2.0121)
H (-5.2158, -3.7448, -1.1025)
H (-5.0290, -4.1007, 1.3416)
H (-4.7958, -2.1807, 2.8551)
C (3.5569, -5.9642, -1.5194)
C (2.6338, -4.9579, -0.8324)
C (3.3540, -4.1635, 0.2402)
S (2.4454, -2.6081, 0.7079)
O (2.1370, -1.9993, -0.5968)
C (0.8733, -3.3769, 1.2449)
C (0.9880, -4.2535, 2.4808)
C (1.5751, -3.4883, 3.6687)
H (2.9933, -6.5998, -2.2049)
H (4.0480, -6.6063, -0.7837)
H (4.3284, -5.4423, -2.0881)
H (1.7846, -5.4898, -0.3977)
H (2.2479, -4.2449, -1.5664)
H (4.3041, -3.7806, -0.1411)
H (3.5453, -4.7301, 1.1545)
H (0.4658, -3.8817, 0.3704)
H (0.2379, -2.5139, 1.4459)
H (1.6036, -5.1346, 2.2647)
H (-0.0141, -4.6127, 2.7350)
H (2.6181, -3.2314, 3.4828)
H (1.5167, -4.0788, 4.5854)
H (1.0343, -2.5545, 3.8250)
Se (-1.0496, -1.2991, -0.9991)

Atomic forces in eV per Å
0.60 0.78 -2.20
-0.38 0.01 -0.51
0.26 0.81 0.84
-1.13 -0.38 0.80
1.52 -0.01 -0.99
-0.44 -0.25 0.57
0.38 -0.05 -0.32
-0.30 0.18 0.05
-0.02 -0.14 -0.14
-0.30 0.55 0.00
-1.18 -0.84 1.88
-0.02 0.31 0.14
-0.33 -0.17 0.04
0.32 0.12 -0.20
-0.16 0.07 0.09
0.12 -0.05 -0.17
-0.09 -0.06 0.00
-0.02 -0.18 -0.09
-0.07 0.18 -0.13
0.09 -0.07 -0.08
0.04 0.03 0.08
-0.08 -0.14 -0.08
0.11 0.16 0.02
0.19 -0.04 0.14
-0.03 -0.06 -0.19
-0.03 -0.02 -0.05
-0.02 0.03 0.03
0.07 0.01 0.03
0.02 0.00 0.05
0.07 -0.04 0.08
-0.08 -0.05 0.03
0.01 0.02 -0.02
0.01 -0.01 0.01
0.06 -0.01 0.00
0.03 -0.02 -0.02
0.00 0.01 0.02
-0.02 -0.01 0.00
-0.03 0.04 -0.01
-0.03 -0.07 0.00
-0.45 -0.16 0.23
0.28 0.05 0.75
-0.11 0.71 -0.04
0.37 -0.27 -0.21
0.27 0.12 -0.23
0.15 -0.34 -0.41
-0.59 0.33 0.79
0.21 0.18 -0.33
-0.10 -0.13 0.02
0.13 0.00 -0.01
-0.01 -0.02 0.05
-0.05 -0.01 0.00
-0.09 -0.05 0.03
0.05 0.02 -0.11
0.50 0.25 0.06
-0.12 -0.12 -0.06
-0.02 0.01 0.11
-0.04 -0.03 -0.07
0.01 0.01 -0.03
-0.03 -0.02 0.02
-0.04 0.00 -0.01
-0.03 -0.02 0.05
0.03 0.14 -0.12
0.04 0.02 0.01
0.03 0.01 -0.02
0.02 -0.01 0.01
-0.02 -0.02 0.00
-0.01 0.02 0.00
-0.12 -0.04 0.01
-0.06 0.02 -0.01
-0.02 0.02 -0.02
0.06 0.01 -0.02
0.03 -0.01 -0.01
0.01 -0.01 0.01
-0.01 0.01 0.00
-0.14 0.10 0.08
0.18 -0.12 -0.03
-0.47 0.34 0.13
0.31 -1.24 0.54
0.06 0.13 -0.54
0.25 0.04 0.01
0.21 0.11 0.04
-0.14 -0.13 -0.03
0.05 -0.02 -0.06
0.03 -0.04 -0.03
0.06 -0.03 -0.02
-0.03 0.05 -0.01
-0.09 -0.04 0.02
0.03 0.01 0.04
0.06 -0.06 -0.01
-0.03 0.00 -0.01
-0.03 0.06 -0.12
-0.10 -0.07 0.04
0.03 -0.05 -0.05
0.03 0.06 0.07
0.05 -0.01 0.02
0.03 0.06 0.01
0.23 -0.41 -0.23

Output
- Gap between HOMO and LUMO (spin up / spin down): 5.0 / 4.9 eV
- Net charge: -2
- Calculated total energy: -251858.17471 eV
- Energy above the lowest of the compared OMol25 structures with the same formula, charge and spin: 265.5 kJ/mol
- Spin multiplicity: 2
- HOMO (spin up / spin down): -1.0 / -0.9 eV


Entry 3:
Below is C39H44Cl5IrN2OP2SSi2 as an isolated structure, with properties calculated with the ωB97M-V functional and the def2-TZVPD basis.

Positions of all 97 atoms, in Å:
Ir (0.5269, 0.6406, -0.2819)
C (2.7714, 3.5389, 1.1961)
Si (1.0793, 3.2583, 1.9635)
C (1.2524, 3.3354, 3.8415)
C (-0.1988, 4.5150, 1.3712)
N (0.4127, 1.6787, 1.4714)
P (-0.7002, 0.7094, 2.1948)
C (-0.7873, -0.4332, 0.8708)
P (-0.4295, -1.9691, -1.3819)
N (0.4764, -0.6919, -1.8581)
Si (1.2682, -0.5170, -3.4609)
C (1.2024, -2.1356, -4.4271)
C (0.3560, 0.7810, -4.4787)
C (3.0757, -0.0798, -3.1703)
C (-1.6027, -2.4103, -2.7074)
C (-2.5024, -1.4213, -3.1003)
C (-3.4034, -1.6541, -4.1240)
C (-3.4271, -2.8916, -4.7520)
C (-2.5502, -3.8894, -4.3501)
C (-1.6426, -3.6593, -3.3285)
C (0.5824, -3.4468, -1.1274)
C (-0.0220, -4.6339, -0.7142)
C (0.7483, -5.7705, -0.5381)
C (2.1217, -5.7178, -0.7384)
C (2.7276, -4.5252, -1.1096)
C (1.9635, -3.3863, -1.2992)
C (-2.2891, 1.5005, 2.5254)
C (-3.4210, 1.0238, 1.8716)
C (-4.6567, 1.5988, 2.1270)
C (-4.7549, 2.6525, 3.0251)
C (-3.6243, 3.1298, 3.6762)
C (-2.3899, 2.5517, 3.4331)
C (-0.1175, 0.1199, 3.7984)
C (-1.0326, -0.3124, 4.7558)
C (-0.5765, -0.8456, 5.9511)
C (0.7867, -0.9430, 6.1933)
C (1.6983, -0.4964, 5.2449)
C (1.2504, 0.0242, 4.0444)
H (3.4655, 3.9765, 1.9169)
H (2.7094, 4.2016, 0.3342)
H (3.1994, 2.6042, 0.8428)
H (1.2183, 4.3820, 4.1539)
H (2.2107, 2.9265, 4.1656)
H (0.4704, 2.7996, 4.3813)
H (0.2274, 5.5205, 1.3591)
H (-1.0773, 4.5220, 2.0190)
H (-0.5195, 4.2619, 0.3593)
H (0.2165, -2.3151, -4.8569)
H (1.4755, -3.0037, -3.8268)
H (1.9129, -2.0722, -5.2548)
H (-0.6962, 0.5234, -4.6099)
H (0.8161, 0.8364, -5.4692)
H (0.4290, 1.7656, -4.0215)
H (3.6291, -0.8952, -2.6972)
H (3.1820, 0.8077, -2.5494)
H (3.5549, 0.1274, -4.1307)
H (-2.4739, -0.4654, -2.6000)
H (-4.0909, -0.8769, -4.4328)
H (-4.1267, -3.0805, -5.5554)
H (-2.5644, -4.8545, -4.8393)
H (-0.9500, -4.4374, -3.0450)
H (-1.0881, -4.6663, -0.5202)
H (0.2777, -6.6982, -0.2402)
H (2.7222, -6.6057, -0.5921)
H (3.7998, -4.4789, -1.2527)
H (2.4262, -2.4493, -1.5826)
H (-3.3128, 0.2015, 1.1731)
H (-5.5479, 1.2279, 1.6370)
H (-5.7188, 3.1013, 3.2260)
H (-3.7094, 3.9448, 4.3827)
H (-1.5071, 2.9082, 3.9496)
H (-2.0960, -0.2270, 4.5681)
H (-1.2866, -1.1802, 6.6957)
H (1.1388, -1.3658, 7.1247)
H (2.7606, -0.5573, 5.4433)
H (1.9525, 0.3699, 3.2945)
Cl (1.3220, 2.4517, -1.6053)
C (3.3343, 0.3571, 0.0598)
C (2.2129, -0.2886, 0.4465)
C (2.4286, -1.4603, 1.2056)
Cl (1.1916, -2.3682, 1.9850)
C (3.7478, -1.8944, 1.4180)
Cl (4.0195, -3.3353, 2.3170)
C (4.8465, -1.1905, 0.9198)
Cl (6.4376, -1.7770, 1.1679)
C (4.6398, 0.0066, 0.2282)
Cl (5.9463, 0.9496, -0.3518)
C (-1.9123, 3.8653, -2.3815)
S (-2.0526, 2.0839, -2.1150)
C (-3.8265, 2.0593, -1.7433)
O (-1.4240, 1.8000, -0.7756)
H (-2.4070, 4.4109, -1.5800)
H (-2.3676, 4.0915, -3.3461)
H (-0.8495, 4.0959, -2.4057)
H (-4.3854, 2.3494, -2.6327)
H (-4.0162, 2.7424, -0.9172)
H (-4.0869, 1.0432, -1.4517)

Atomic forces in eV per Å
-1.37 -1.66 0.76
-0.28 0.04 0.12
0.01 0.47 -0.18
-0.11 -0.09 -0.23
0.29 -0.17 0.14
0.04 -0.22 -0.31
-0.22 0.50 0.74
0.88 0.64 0.17
0.61 -0.43 -1.32
-0.22 0.25 0.21
0.21 0.29 -0.38
-0.13 0.16 0.21
0.29 -0.20 0.14
-0.28 -0.06 -0.04
-0.03 0.05 0.42
0.01 -0.02 0.01
-0.04 0.05 -0.02
0.02 -0.01 -0.01
0.03 -0.05 0.00
-0.03 0.01 0.02
-0.17 0.35 0.29
-0.01 0.00 0.10
-0.06 -0.05 0.01
-0.01 0.03 0.01
0.10 0.03 -0.02
-0.04 0.05 0.03
0.14 -0.22 -0.10
0.09 0.02 0.02
-0.07 0.03 0.01
-0.01 -0.01 -0.02
0.02 0.04 0.04
-0.02 -0.06 0.02
-0.16 0.01 -0.22
0.02 0.02 -0.05
-0.03 -0.04 0.05
-0.05 0.03 -0.04
0.10 0.00 0.02
-0.06 0.13 0.01
-0.08 -0.01 0.06
-0.04 -0.01 -0.02
0.08 -0.08 -0.02
0.01 0.02 -0.03
-0.01 -0.03 -0.01
0.07 0.05 0.05
-0.01 0.01 0.02
-0.01 0.02 -0.03
0.05 -0.03 0.00
0.00 0.01 -0.02
0.02 -0.03 -0.06
0.04 0.07 0.03
-0.01 -0.07 0.01
-0.02 -0.04 -0.01
-0.01 0.00 0.00
-0.03 -0.03 -0.04
0.00 0.02 -0.02
-0.03 -0.04 -0.03
-0.03 0.11 -0.01
0.02 0.00 0.01
-0.01 0.01 0.01
0.00 0.01 -0.01
0.02 -0.02 -0.01
0.00 -0.02 -0.05
0.01 0.01 0.03
0.00 0.00 0.00
-0.01 -0.02 0.01
0.04 -0.04 0.02
-0.09 0.02 -0.03
0.03 -0.03 -0.02
0.00 -0.01 0.00
0.01 0.01 -0.01
-0.10 0.02 0.02
0.00 -0.02 0.03
0.01 -0.01 0.00
0.01 0.03 0.01
-0.01 -0.02 -0.02
0.04 -0.02 0.03
0.63 0.24 0.10
0.18 -0.15 -0.12
-0.37 0.14 -0.30
0.33 0.36 -0.01
-0.26 -0.11 -0.30
-0.24 -0.06 0.02
0.12 -0.04 0.00
0.07 0.07 -0.03
0.05 0.02 0.00
0.00 -0.19 0.14
-0.01 0.14 -0.11
0.04 -0.27 -0.04
-0.51 0.62 -0.31
0.35 -0.04 -0.09
0.14 -0.38 0.54
0.00 -0.07 0.06
-0.01 0.00 0.01
0.01 -0.05 -0.01
0.03 0.01 -0.01
0.02 0.01 0.02
0.02 -0.02 -0.04

Output
- Gap between HOMO and LUMO (spin up / spin down): 8.6 / 5.9 eV
- Net charge: +1
- Calculated total energy: -156796.43625 eV
- Energy above the lowest of the compared OMol25 structures with the same formula, charge and spin: 90.8 kJ/mol
- Spin multiplicity: 6
- HOMO (spin up / spin down): -10.6 / -11.1 eV